A structure of composition C4H7NO2 at a distorted geometry. Source: OMol25; level of theory: ωB97M-V with the def2-TZVPD basis set.

## Properties
- relative energy (zero: lowest compared OMol25 entry of this formula, charge and spin) (eV) = 4.7398
- strongest force on any atom (eV Å⁻¹) = 1.3
- HOMO level (eV) = -8.90
- Kohn-Sham gap (hartree) = 0.3475
- DFT total energy (eV) = -9842.540
- lowest unoccupied orbital energy (Eh) = 0.02038

```
14
C4H7NO2, DFT ωB97M-V with the def2-TZVPD basis set
O -2.13 -0.88 0.32
C -0.81 -1.11 -0.05
C -0.38 -0.67 -1.27
N 1.49 0.65 -0.91
C 1.37 1.19 0.29
C -0.01 0.22 1.31
O -0.45 0.29 2.37
H -2.18 -0.87 1.29
H -0.34 -1.99 0.40
H 0.38 -1.20 -1.82
H -1.01 0.02 -1.81
H 1.02 1.24 -1.60
H 0.92 2.18 0.44
H 2.12 0.93 1.04
```

***

An isolated molecule of C4H7NO2. Source: OMol25; level of theory: ωB97M-V with the def2-TZVPD basis set.

## Properties
- relative energy (zero: lowest compared OMol25 entry of this formula, charge and spin) (eV) = 1.9281
- strongest force on any atom (eV Å⁻¹) = 0.5
- HOMO level (eV) = -9.82
- Kohn-Sham gap (hartree) = 0.3936
- DFT total energy (eV) = -9845.352
- lowest unoccupied orbital energy (Eh) = 0.03271

```
14
C4H7NO2, DFT ωB97M-V with the def2-TZVPD basis set
O 1.91 0.78 1.24
C 1.74 0.01 0.31
N 0.76 0.20 -0.62
C -0.34 1.11 -0.18
C -1.21 -0.13 0.06
O -1.11 -0.64 1.37
C -0.26 -0.85 -0.92
H 2.40 -0.85 0.15
H -0.63 1.73 -1.03
H -0.15 1.75 0.69
H -2.27 -0.08 -0.20
H -0.27 -0.35 1.76
H -0.58 -0.78 -1.96
H 0.00 -1.89 -0.67
```

***

A structure of composition C4H7NO2. Source: OMol25; level of theory: ωB97M-V with the def2-TZVPD basis set.

## Properties
- relative energy (zero: lowest compared OMol25 entry of this formula, charge and spin) (eV) = 8.3792
- strongest force on any atom (eV Å⁻¹) = 0.7
- HOMO level (alpha / beta) (eV) = -7.43 / -7.43
- Kohn-Sham gap (alpha / beta) (hartree) = 0.2817 / 0.2817
- DFT total energy (eV) = -9838.901
- lowest unoccupied orbital energy (alpha / beta) (Eh) = 0.00861 / 0.00863

```
14
C4H7NO2, DFT ωB97M-V with the def2-TZVPD basis set
C 1.22 -0.70 -1.10
C 0.04 0.02 0.90
N -0.12 0.23 2.14
O 1.11 0.25 2.82
C -1.15 -0.07 0.04
C -1.15 0.79 -1.15
O -0.66 -0.56 -1.26
H 1.44 -1.53 -0.46
H 1.16 -0.95 -2.16
H 1.79 0.20 -0.89
H 0.82 0.41 3.73
H -2.06 -0.59 0.32
H -2.05 0.96 -1.73
H -0.37 1.55 -1.20
```

***

A cluster of 2 separate species, C4H7NO2 in total. Source: OMol25; level of theory: ωB97M-V with the def2-TZVPD basis set.

## Properties
- relative energy (zero: lowest compared OMol25 entry of this formula, charge and spin) (eV) = 4.8950
- strongest force on any atom (eV Å⁻¹) = 0.6
- HOMO level (alpha / beta) (eV) = -8.05 / -8.05
- Kohn-Sham gap (alpha / beta) (hartree) = 0.2827 / 0.2821
- DFT total energy (eV) = -9842.385
- lowest unoccupied orbital energy (alpha / beta) (Eh) = -0.01327 / -0.01371

```
14
C4H7NO2, DFT ωB97M-V with the def2-TZVPD basis set
C -0.42 -2.15 -0.97
N -1.31 -1.02 -1.04
C -1.15 0.09 -0.52
C 0.62 0.12 0.82
O 1.20 1.29 0.41
C 0.70 2.44 0.60
O -1.50 1.22 -0.33
H 0.62 -1.85 -1.16
H -0.47 -2.64 0.01
H -0.70 -2.89 -1.73
H 1.37 -0.66 0.82
H 0.03 0.24 1.73
H 1.23 3.26 0.15
H -0.19 2.55 1.21
```

***

An isolated molecule of C4H7NO2. Source: OMol25; level of theory: ωB97M-V with the def2-TZVPD basis set.

## Properties
- relative energy (zero: lowest compared OMol25 entry of this formula, charge and spin) (eV) = 1.4137
- strongest force on any atom (eV Å⁻¹) = 0.6
- HOMO level (eV) = -9.85
- Kohn-Sham gap (hartree) = 0.3882
- DFT total energy (eV) = -9845.866
- lowest unoccupied orbital energy (Eh) = 0.02622

```
14
C4H7NO2, DFT ωB97M-V with the def2-TZVPD basis set
C -1.40 -1.55 -0.71
O 0.04 -1.32 -0.64
C 0.34 -0.14 -0.09
C 1.82 0.17 -0.03
N -0.66 0.56 0.31
C -0.52 1.77 0.95
O -1.48 2.35 1.40
H -1.90 -1.31 0.23
H -1.84 -0.91 -1.47
H -1.49 -2.60 -0.95
H 2.02 1.13 -0.53
H 2.43 -0.60 -0.52
H 2.15 0.27 1.01
H 0.50 2.18 1.05
```

***

An isolated molecule of C4H7NO2. Source: OMol25; level of theory: ωB97M-V with the def2-TZVPD basis set.

## Properties
- relative energy (zero: lowest compared OMol25 entry of this formula, charge and spin) (eV) = 5.0733
- strongest force on any atom (eV Å⁻¹) = 0.3
- HOMO level (eV) = -8.78
- Kohn-Sham gap (hartree) = 0.3521
- DFT total energy (eV) = -9842.206
- lowest unoccupied orbital energy (Eh) = 0.02961

```
14
C4H7NO2, DFT ωB97M-V with the def2-TZVPD basis set
C -0.80 0.18 -1.96
C 0.00 0.04 -0.74
C 0.33 0.10 0.50
C 0.17 0.53 1.91
O -1.01 1.29 2.07
N 1.34 -0.41 -0.41
O 1.30 -1.88 -0.37
H -0.99 -0.80 -2.40
H -1.76 0.67 -1.76
H -0.24 0.78 -2.69
H 0.20 -0.33 2.59
H 1.01 1.18 2.17
H -1.75 0.75 1.79
H 2.18 -2.10 -0.71
```